[1]
Here is 2 unconnected molecules or ions with the total composition C2H3ClFNO from the OMol25 dataset. Energies are from the ωB97M-V functional and the def2-TZVPD basis.

Element x y z (Å)
C (3.27480, -0.57643, 0.20991)
C (-0.02786, 0.22111, -0.14534)
N (1.15838, 0.74746, -0.65970)
O (4.16458, -0.30612, 0.91492)
F (3.14850, -1.53048, -0.63539)
Cl (1.40783, 2.35302, -0.20133)
H (-0.06940, -0.86664, -0.50713)
H (-0.22184, 0.22995, 0.87751)
H (-0.94950, 0.70071, -0.39882)

Computed properties:
2S+1 = 3
HOMO-LUMO gap (alpha / beta) = 9.79 / 8.91 eV
<S²> = 2.0083
Total energy = -767.88459 Ha

=====

[2]
Here is a molecular structure, C36H19BrCaClF4N3O8P from the OMol25 dataset. Energies are from the ωB97M-V functional and the def2-TZVPD basis.

Element x y z (Å)
Ca (-0.97563, 1.28379, -0.21476)
O (-2.02301, -5.30374, 2.04857)
C (-2.68141, -4.36468, 2.55896)
O (-3.40893, -4.34467, 3.58160)
C (-2.50393, -3.01361, 1.88433)
C (-3.05998, -1.86875, 2.43953)
C (-2.77916, -0.63380, 1.88977)
N (-1.94411, -0.47156, 0.84257)
C (-1.44546, -1.60629, 0.27098)
C (-1.72896, -2.86819, 0.74112)
C (-0.44494, -1.45758, -0.90151)
O (-0.33271, -2.35385, -1.71277)
O (0.23622, -0.33976, -0.90283)
H (-3.68173, -1.97916, 3.31801)
H (-3.19499, 0.27493, 2.30834)
H (-1.29561, -3.74021, 0.27374)
F (3.44288, 3.25297, 6.32346)
C (2.99284, 2.65405, 5.22034)
C (3.49360, 1.43181, 4.85497)
F (4.43542, 0.85618, 5.60163)
C (3.02814, 0.81927, 3.70952)
F (3.61522, -0.34844, 3.42169)
C (2.04884, 1.38262, 2.91055)
P (1.32789, 0.56691, 1.41260)
C (1.37584, -1.20470, 1.84130)
C (1.80398, -2.20401, 0.97697)
C (1.55658, -3.54242, 1.27696)
C (0.86851, -3.89022, 2.43023)
C (0.44245, -2.89417, 3.30269)
C (0.69087, -1.56163, 3.00702)
C (2.74149, 0.93965, 0.27643)
C (2.61123, 1.99460, -0.62433)
C (3.64267, 2.34998, -1.48588)
C (4.83494, 1.63839, -1.46336)
C (4.98619, 0.58538, -0.56823)
C (3.95117, 0.24458, 0.29542)
C (1.57510, 2.63968, 3.29969)
Br (0.29517, 3.59097, 2.29616)
C (2.03842, 3.26571, 4.43781)
F (1.60308, 4.46438, 4.83338)
H (2.26977, -1.94728, 0.03245)
H (1.85892, -4.30956, 0.57403)
H (0.61502, -4.92459, 2.62690)
H (-0.13258, -3.15583, 4.18343)
H (0.30132, -0.79730, 3.67250)
H (1.70443, 2.58819, -0.66495)
H (3.51213, 3.17859, -2.17128)
H (5.64173, 1.90595, -2.13613)
H (5.91475, 0.02623, -0.53989)
H (4.08595, -0.57521, 0.99041)
O (-5.84176, 3.85542, -2.35110)
C (-5.32014, 3.18254, -3.36533)
O (-5.83702, 3.17592, -4.45277)
C (-4.04809, 2.42345, -3.10772)
C (-3.45634, 1.56798, -4.01713)
Cl (-3.90894, 1.12874, -5.59582)
N (-2.33317, 1.06742, -3.47718)
N (-2.11670, 1.58385, -2.25203)
C (-3.15362, 2.40135, -2.01306)
C (-3.19992, 3.12698, -0.65461)
O (-4.25543, 3.66162, -0.32772)
O (-2.11007, 3.08238, 0.02642)
C (-1.36456, 0.12105, -4.01834)
C (-1.78442, -1.11390, -4.46812)
C (-0.82957, -2.01826, -4.90858)
C (0.52083, -1.69221, -4.87567)
C (0.92221, -0.45104, -4.39994)
C (-0.03010, 0.46310, -3.97332)
H (-5.28000, 3.77049, -1.54180)
H (-2.83164, -1.38394, -4.44185)
H (-1.14617, -2.99815, -5.24411)
H (1.25807, -2.41787, -5.19667)
H (1.97359, -0.19885, -4.33993)
H (0.26333, 1.42831, -3.58377)

Computed properties:
HOMO-LUMO gap = 7.37 eV
Total energy = -6602.39758 Ha
Total charge = -1

=====

[3]
Here is a molecular structure, C23H36BrN3ReSe4Si from the OMol25 dataset. Energies are from the ωB97M-V functional and the def2-TZVPD basis.

Element x y z (Å)
Re (-2.61796, 0.67790, -1.70867)
Se (-4.43758, -0.63575, -4.26604)
Se (-3.46092, 2.59136, -5.23624)
Se (-2.20377, 2.90111, -3.39328)
Se (-3.63646, 2.75675, -1.49197)
C (-3.58499, 1.43987, 3.69086)
C (-2.53668, 1.76913, 2.84165)
C (-2.47182, 1.21435, 1.57559)
C (-3.46473, 0.33068, 1.15682)
C (-4.51555, -0.01004, 2.00973)
C (-4.56818, 0.54978, 3.27211)
N (-3.41687, -0.18024, -0.17198)
N (-4.15169, -1.29337, -0.33939)
C (-4.31249, -1.55393, -1.61701)
C (-4.95953, -2.79908, -1.97845)
C (-4.69069, -3.60030, -3.02362)
C (-3.82789, -3.38901, -4.17261)
C (-3.61902, -2.24243, -4.82393)
N (-3.78078, -0.64049, -2.50573)
H (-3.63549, 1.87430, 4.68023)
H (-1.76796, 2.45618, 3.17007)
H (-1.64142, 1.44813, 0.92223)
H (-5.27804, -0.69739, 1.67602)
H (-5.38475, 0.29528, 3.93368)
H (-5.59264, -3.18576, -1.18974)
H (-5.14731, -4.58344, -2.98775)
H (-3.37026, -4.28401, -4.58231)
H (-3.01170, -2.19058, -5.71730)
C (3.28667, 0.47682, -2.33186)
C (3.48399, -0.30603, -1.02183)
C (3.38775, -1.80233, -1.34183)
C (4.90474, -0.00390, -0.46991)
Si (2.37983, 0.27554, 0.38329)
Br (-0.22049, 0.29989, -1.46628)
C (2.34836, 2.10658, 0.81795)
C (2.87809, 3.04443, -0.27218)
C (0.95228, 2.60270, 1.22719)
C (3.30188, 2.18806, 2.04052)
C (1.75252, -0.98494, 1.63550)
C (1.01338, -2.16889, 0.98847)
C (3.06765, -1.49889, 2.28233)
C (0.85433, -0.42919, 2.74622)
H (3.98097, 0.06916, -3.07077)
H (3.50400, 1.53632, -2.23311)
H (2.28150, 0.36092, -2.73792)
H (4.14372, -2.03481, -2.09571)
H (2.41559, -2.06758, -1.76052)
H (3.58572, -2.44003, -0.48208)
H (5.62793, -0.29568, -1.23611)
H (5.14176, -0.57677, 0.42932)
H (5.06709, 1.05524, -0.26532)
H (2.24583, 3.03823, -1.16116)
H (3.90171, 2.81996, -0.56790)
H (2.87507, 4.06201, 0.12694)
H (0.26819, 2.60516, 0.37637)
H (1.04701, 3.63586, 1.57236)
H (0.51207, 2.02331, 2.03397)
H (4.32002, 1.87212, 1.80008)
H (2.95295, 1.61315, 2.89758)
H (3.35892, 3.23392, 2.35378)
H (1.62232, -2.71685, 0.27501)
H (0.09380, -1.85381, 0.49455)
H (0.73607, -2.86442, 1.78489)
H (3.74259, -1.96781, 1.56637)
H (2.80223, -2.26098, 3.01973)
H (3.61005, -0.71314, 2.81418)
H (-0.12332, -0.13120, 2.36597)
H (1.29426, 0.40725, 3.28566)
H (0.68812, -1.22838, 3.47328)

Computed properties:
2S+1 = 2
HOMO-LUMO gap (alpha / beta) = 3.93 / 4.73 eV
<S²> = 0.9979
Total energy = -13609.16591 Ha
Total charge = +2

=====

[4]
Here is a single C5H14NOP molecule from the OMol25 dataset. Energies are from the ωB97M-V functional and the def2-TZVPD basis.

Element x y z (Å)
C (-2.30987, 2.10582, -0.10792)
C (-1.59474, 1.05147, -0.34234)
C (-2.25277, -0.30825, -0.71745)
C (-2.33862, -1.15205, 0.56798)
P (0.41473, 0.80349, -0.01095)
O (2.23496, 0.71168, 0.25375)
N (2.84662, -0.32166, -0.54559)
C (3.78805, -1.17104, 0.20288)
H (-1.91360, 3.06432, 0.30685)
H (-3.44170, 2.00897, -0.02735)
H (-3.24998, -0.13288, -0.96840)
H (-1.73059, -0.85242, -1.51727)
H (-1.32712, -1.27554, 1.12901)
H (-2.98295, -0.53044, 1.22337)
H (-2.93255, -2.10831, 0.18685)
H (0.68240, -0.02814, -1.06140)
H (0.16450, -0.18191, 1.05515)
H (0.63110, 2.21858, 0.20208)
H (3.24654, 0.18711, -1.24323)
H (3.87323, -0.72664, 1.21388)
H (3.39781, -2.14765, 0.32759)
H (4.79455, -1.21450, -0.12749)

Computed properties:
HOMO-LUMO gap = 9.50 eV
Total energy = -670.05874 Ha

=====

[5]
Here is 2 unconnected molecules or ions with the total composition C6H5N3S2 from the OMol25 dataset. Energies are from the ωB97M-V functional and the def2-TZVPD basis.

Element x y z (Å)
C (2.78661, 1.06436, 0.00396)
C (-2.56525, -0.62279, -0.01576)
C (2.10897, 0.47340, 1.04116)
C (-3.46804, 0.13625, 1.78136)
C (-2.29156, 0.73938, -0.23800)
C (0.75198, 1.17014, -0.44302)
N (-3.22959, -0.91369, 1.13011)
N (1.89601, 1.49353, -0.94608)
N (0.80536, 0.63194, 0.78254)
S (-3.02491, 1.65051, 1.01780)
S (-1.43382, 1.55506, -1.48935)
H (3.91213, 1.25070, -0.05754)
H (-2.43169, -1.50209, -0.47447)
H (2.47862, 0.07704, 2.08611)
H (-3.83833, -0.06350, 2.72835)
H (0.10602, 0.21964, 1.41897)

Computed properties:
HOMO-LUMO gap = 7.76 eV
Total energy = -1192.16023 Ha